1.
Here is C8H6Br2O2S as an isolated structure at a distorted geometry from OMol25. Energies are from ωB97M-V/def2-TZVPD.

```
! wB97M-V def2-TZVPD RIJCOSX def2/J DEFGRID3
* xyz 0 1
C -1.622 -0.772 0.132
C -1.698 0.616 -0.028
C -0.441 -1.416 -0.157
C -0.574 1.330 -0.343
C 0.722 -0.691 -0.483
C 0.627 0.679 -0.581
C 2.002 -1.289 -0.713
C 3.099 0.690 0.670
O 2.163 2.942 -0.153
O 2.947 1.338 -1.934
S 2.283 1.569 -0.647
Br 2.302 -3.063 -0.043
Br 4.935 0.718 0.416
H -2.428 -1.280 0.404
H -2.513 1.252 0.123
H -0.275 -2.438 -0.077
H -0.440 2.436 -0.437
H 2.747 -1.196 -1.446
H 2.688 1.072 1.558
*
```

## Properties
F_max ... 0.081 Eh/bohr
HOMO-LUMO gap (spin up / spin down) ... 6.895 / 7.768 eV
E_HOMO (spin up / spin down) ... -8.43 / -9.24 eV

The molecule's Mulliken atomic charges, reported in e, are given here: -0.770 -0.612 -0.837 -0.318 0.993 0.026 -0.504 -0.453 -0.667 -0.619 1.218 -0.149 -0.029 0.548 0.428 0.435 0.375 0.507 0.425



2.
Here is one molecule with the formula C8H6BrN3O at a distorted geometry from OMol25. Energies are from ωB97M-V/def2-TZVPD.

```
! wB97M-V def2-TZVPD RIJCOSX def2/J DEFGRID3
* xyz 0 1
C 1.130 3.410 0.187
C 1.251 -2.315 -0.403
C 0.171 2.505 0.523
C 0.770 -0.029 0.114
C 1.647 -1.041 -0.096
C -0.028 -2.801 -0.011
C -0.920 2.029 -0.347
C -1.078 -1.644 0.330
N 1.801 4.356 -0.019
N -1.418 0.734 0.074
N -0.496 -0.229 0.229
O -0.363 -3.954 0.076
Br 3.569 -0.630 -0.152
H 1.816 -2.988 -0.896
H -1.648 2.824 -0.007
H -0.694 2.225 -1.465
H -1.907 -1.467 -0.271
H -1.438 -1.783 1.311
H -2.165 0.796 0.822
*
```

## Properties
F_max ... 0.090 Eh/bohr
HOMO-LUMO gap (spin up / spin down) ... 6.689 / 6.690 eV
E_HOMO (spin up / spin down) ... -8.48 / -8.48 eV

The molecule's Mulliken atomic charges, reported in e, are given here: 0.436 -0.482 -0.462 0.078 -0.028 0.253 -0.185 -0.433 -0.437 -0.516 0.317 -0.533 -0.143 0.547 0.248 0.278 0.436 0.324 0.299



3.
Here is a 2-piece molecular cluster, C8H6BrNO3 overall at a distorted geometry from OMol25. Energies are from ωB97M-V/def2-TZVPD.

```
! wB97M-V def2-TZVPD RIJCOSX def2/J DEFGRID3
* xyz 0 1
C -1.724 -1.030 1.894
C -0.478 -1.579 1.711
C -2.055 0.171 1.328
C 0.411 -1.089 0.754
C -1.252 0.637 0.316
C -0.045 0.033 0.052
C 0.707 1.745 -1.902
C 0.800 0.548 -1.083
N 1.554 -0.540 -1.740
O -0.025 2.671 -1.800
O 1.017 -1.590 -1.636
O 2.542 -0.221 -2.335
Br 2.633 1.929 0.287
H -2.364 -1.640 2.591
H -0.104 -2.360 2.307
H -2.996 0.711 1.694
H 1.270 -1.660 0.612
H -1.396 1.563 -0.332
H 1.504 1.701 -2.718
*
```

## Properties
F_max ... 0.084 Eh/bohr
HOMO-LUMO gap (spin up / spin down) ... 6.490 / 6.504 eV
E_HOMO (spin up / spin down) ... -9.73 / -9.74 eV

The molecule's Mulliken atomic charges, reported in e, are given here: -0.414 -0.485 -0.499 -0.489 -0.388 1.150 0.294 -0.664 1.071 -0.432 -0.580 -0.559 -0.151 0.306 0.412 0.316 0.496 0.322 0.296



4.
Here is a 2-piece molecular cluster, C8H6ClFN2O2 overall at a distorted geometry from OMol25. Energies are from ωB97M-V/def2-TZVPD.

```
! wB97M-V def2-TZVPD RIJCOSX def2/J DEFGRID3
* xyz 0 1
C -0.692 1.342 1.988
C 0.133 0.331 1.618
C 0.122 -0.260 0.352
C -1.734 1.768 1.121
C -0.905 0.040 -0.508
C -1.813 -1.356 -2.488
C -0.872 -0.642 -1.907
C 3.440 0.580 -0.894
N -1.786 0.943 -0.023
N 1.171 -0.191 2.482
O 3.951 0.213 -1.838
O 2.813 0.985 -0.039
F 0.246 -0.308 -2.611
Cl 1.167 -1.670 0.025
H -0.479 1.685 2.924
H -1.789 -1.648 -3.450
H -2.624 -1.694 -1.824
H -2.522 1.176 -0.685
H 0.881 -0.110 3.426
H 1.289 -1.186 2.332
*
```

## Properties
F_max ... 0.083 Eh/bohr
HOMO-LUMO gap ... 8.549 eV
E_HOMO ... -8.34 eV

The molecule's Mulliken atomic charges, reported in e, are given here: -0.439 0.721 0.453 -0.917 0.079 -0.911 0.135 0.697 0.093 -0.607 -0.353 -0.333 -0.227 -0.229 0.456 0.395 0.248 0.252 0.264 0.224



5.
Here is one molecule with the formula C8H6ClFO at a distorted geometry from OMol25. Energies are from ωB97M-V/def2-TZVPD.

```
! wB97M-V def2-TZVPD RIJCOSX def2/J DEFGRID3
* xyz 0 1
O 1.845 2.034 -0.102
C 1.535 0.905 0.087
C 2.733 -0.068 0.448
Cl 2.940 -1.391 -0.797
C 0.153 0.362 -0.005
C -0.131 -0.924 0.385
C -1.493 -1.355 0.272
C -2.417 -0.516 -0.242
F -3.743 -0.841 -0.325
C -2.101 0.874 -0.659
C -0.778 1.248 -0.492
H 3.514 0.308 0.315
H 2.561 -0.357 1.443
H 0.553 -1.608 0.815
H -1.629 -2.283 0.754
H -2.937 1.314 -0.986
H -0.603 2.299 -0.911
*
```

## Properties
SMILES ... O=C(CCl)c1ccc(F)cc1
F_max ... 0.261 Eh/bohr
HOMO-LUMO gap ... 9.803 eV
E_HOMO ... -9.78 eV

The molecule's Mulliken atomic charges, reported in e, are given here: -0.549 0.700 -1.029 -0.194 0.486 -0.293 -0.748 0.424 -0.309 -0.647 -0.482 0.633 0.412 0.344 0.390 0.591 0.270



6.
Here is C8H6ClI2NO as an isolated structure at a distorted geometry from OMol25. Energies are from ωB97M-V/def2-TZVPD.

```
! wB97M-V def2-TZVPD RIJCOSX def2/J DEFGRID3
* xyz 0 3
C 0.340 -0.524 1.178
C -1.012 -0.130 1.411
C 0.180 0.050 -1.122
C 0.995 -0.355 -0.038
C -1.550 0.261 0.258
C 2.485 -0.489 -0.052
C 3.189 0.097 -1.235
C -3.778 0.492 0.616
N -1.058 0.349 -0.922
O 2.989 -1.143 0.804
Cl -4.059 0.036 2.213
I -4.279 -1.036 -0.754
I -4.297 2.514 0.105
H 1.048 -0.696 1.994
H -1.533 -0.189 2.281
H 0.412 -0.067 -2.135
H 3.047 1.182 -1.212
H 2.660 -0.207 -2.190
H 4.220 -0.145 -1.200
*
```

## Properties
F_max ... 0.085 Eh/bohr
HOMO-LUMO gap (spin up / spin down) ... 5.908 / 7.151 eV
E_HOMO (spin up / spin down) ... -6.34 / -9.47 eV

The molecule's Mulliken atomic charges, reported in e, are given here: -0.475 -0.802 -0.473 0.562 0.469 0.585 -1.259 -0.158 -0.392 -0.544 -0.097 0.183 0.140 0.390 0.494 0.373 0.353 0.305 0.347



7.
Here is a 2-piece molecular cluster, C8H6ClN2O3 overall at a distorted geometry from OMol25. Energies are from ωB97M-V/def2-TZVPD.

```
! wB97M-V def2-TZVPD RIJCOSX def2/J DEFGRID3
* xyz -1 1
C 0.905 2.386 0.665
C 1.432 1.248 0.127
C -0.487 2.510 0.975
C -0.597 0.292 0.170
C 2.971 0.998 -0.147
C -0.695 -2.724 -0.003
C -0.865 -2.275 -1.437
C -1.480 -1.520 -0.334
N 0.624 0.168 -0.126
N -1.235 1.328 0.682
O 3.431 0.136 0.600
O -1.092 3.463 1.434
O 3.468 1.694 -1.027
Cl -3.203 -1.427 -0.096
H 1.537 3.235 0.868
H -1.226 -3.606 0.332
H 0.268 -2.567 0.457
H -0.013 -1.824 -1.923
H -1.512 -2.847 -2.090
H -2.230 1.333 0.872
*
```

## Properties
F_max ... 0.104 Eh/bohr
HOMO-LUMO gap ... 7.555 eV
E_HOMO ... -4.85 eV

The molecule's Mulliken atomic charges, reported in e, are given here: -0.354 0.337 0.210 0.188 0.336 -0.599 -0.595 0.409 -0.277 -0.013 -0.682 -0.709 -0.690 -0.265 0.439 0.267 0.267 0.254 0.257 0.221



8.
Here is C8H6INS2 as an isolated structure at a distorted geometry from OMol25. Energies are from ωB97M-V/def2-TZVPD.

```
! wB97M-V def2-TZVPD RIJCOSX def2/J DEFGRID3
* xyz 0 1
C 0.860 -2.580 0.887
C -0.318 -1.856 0.807
C 1.055 2.545 0.214
C 1.429 -2.677 -0.324
C 0.199 3.520 -0.011
C -0.584 -1.331 -0.430
C -0.667 1.380 -0.442
C -1.607 -0.394 -0.834
N 0.548 1.304 -0.101
S 0.616 -1.828 -1.582
S -1.388 2.968 -0.517
I -3.350 -0.160 0.435
H 1.280 -3.270 1.679
H -1.093 -1.566 1.655
H 2.059 2.688 0.633
H 2.495 -3.142 -0.418
H 0.294 4.685 0.173
H -1.830 -0.287 -1.824
*
```

## Properties
F_max ... 0.110 Eh/bohr
HOMO-LUMO gap ... 8.708 eV
E_HOMO ... -8.48 eV

The molecule's Mulliken atomic charges, reported in e, are given here: -0.556 -0.130 -0.631 -0.250 0.023 0.561 0.328 -1.024 -0.227 -0.124 -0.087 0.126 0.294 0.115 0.341 0.303 0.269 0.671



9.
Here is a 2-piece molecular cluster, C8H6N2O overall at a distorted geometry from OMol25. Energies are from ωB97M-V/def2-TZVPD.

```
! wB97M-V def2-TZVPD RIJCOSX def2/J DEFGRID3
* xyz 0 1
C 1.837 -1.210 0.320
C 2.304 -0.254 -0.618
C 1.421 0.723 -1.080
C 0.192 0.844 -0.392
O -0.687 1.884 -0.545
C -1.727 1.708 0.355
C -1.580 0.544 1.049
C -0.238 -0.018 0.572
C 0.600 -1.088 0.889
H 2.530 -2.001 0.578
H 3.264 -0.339 -1.139
H 1.627 1.416 -1.880
H -2.364 2.611 0.470
H -2.278 0.075 1.717
H 0.276 -1.749 1.701
N -2.660 -1.915 -0.595
N -2.517 -1.231 -1.401
*
```

## Properties
SMILES ... c1ccc2occc2c1.N#N
F_max ... 0.075 Eh/bohr
HOMO-LUMO gap ... 9.785 eV
E_HOMO ... -8.74 eV

The molecule's Mulliken atomic charges, reported in e, are given here: -0.485 -0.388 -0.731 0.224 -0.416 -0.059 -0.935 0.768 -0.285 0.360 0.339 0.397 0.397 0.456 0.349 -0.049 0.057



10.
Here is one molecule with the formula C8H6N2O at a distorted geometry from OMol25. Energies are from ωB97M-V/def2-TZVPD.

```
! wB97M-V def2-TZVPD RIJCOSX def2/J DEFGRID3
* xyz 0 1
C -0.535 0.506 2.828
C -0.957 -0.675 2.275
C -0.728 -0.906 0.923
C -0.037 0.093 0.182
C 0.194 -0.121 -1.190
N -0.189 -1.128 -1.938
C 0.344 -0.812 -3.150
C 1.098 0.228 -3.124
O 1.030 0.753 -1.897
N 0.381 1.240 0.783
C 0.110 1.511 1.966
H -0.620 0.653 4.077
H -1.286 -1.489 2.969
H -1.190 -1.664 0.593
H 0.209 -1.502 -3.984
H 1.716 0.794 -3.829
H 0.462 2.521 2.518
*
```

## Properties
SMILES ... c1ccc(-c2ncco2)nc1
F_max ... 0.149 Eh/bohr
HOMO-LUMO gap ... 8.615 eV
E_HOMO ... -8.60 eV

The molecule's Mulliken atomic charges, reported in e, are given here: -0.210 -0.298 -0.662 0.507 0.170 -0.491 -0.385 -0.105 -0.304 -0.352 0.013 0.170 0.329 0.608 0.373 0.387 0.253



11.
Here is one molecule with the formula C8H6N2S at a distorted geometry from OMol25. Energies are from ωB97M-V/def2-TZVPD.

```
! wB97M-V def2-TZVPD RIJCOSX def2/J DEFGRID3
* xyz 0 1
C -1.419 1.695 1.251
C -1.483 2.781 0.434
C -0.697 0.487 0.776
C -0.209 0.819 -0.564
C 0.530 -0.005 -1.330
C 0.617 -1.347 -1.017
C -0.505 -0.563 1.547
C 1.508 -2.144 -1.488
N -0.153 -1.301 2.388
N 2.447 -2.528 -2.194
S -0.628 2.411 -1.056
H -2.082 1.594 2.070
H -1.771 3.880 0.600
H 1.216 0.459 -2.034
H -0.119 -1.753 -0.310
H -0.697 -2.147 2.599
H 3.446 -2.337 -1.674
*
```

## Properties
F_max ... 0.089 Eh/bohr
HOMO-LUMO gap (spin up / spin down) ... 6.972 / 6.973 eV
E_HOMO (spin up / spin down) ... -6.72 / -6.72 eV

The molecule's Mulliken atomic charges, reported in e, are given here: -0.780 -0.299 0.310 0.579 -0.062 -0.563 -0.071 0.235 -0.464 -0.563 -0.205 0.332 0.343 0.297 0.324 0.289 0.297



12.
Here is C8H6N3O4 as an isolated structure at a distorted geometry from OMol25. Energies are from ωB97M-V/def2-TZVPD.

```
! wB97M-V def2-TZVPD RIJCOSX def2/J DEFGRID3
* xyz -1 1
C -0.389 -1.895 2.694
C 0.580 -0.878 2.886
C -0.899 -2.115 1.457
C 1.010 -0.172 1.778
C -0.429 -1.475 0.359
C 0.474 -0.444 0.450
C 1.053 0.404 -0.673
C 0.014 0.930 -1.570
N 0.827 2.551 -2.356
N 0.611 1.298 -2.832
N -1.253 1.190 -1.477
O -1.994 1.497 -0.413
O 2.256 0.447 -0.960
O 0.104 3.386 -2.915
O -0.006 1.009 -3.863
H -0.769 -2.285 3.588
H 1.053 -0.543 3.852
H -1.449 -3.084 1.225
H 1.702 0.606 1.895
H -0.873 -1.767 -0.653
H -1.625 1.340 -2.472
*
```

## Properties
F_max ... 0.072 Eh/bohr
HOMO-LUMO gap (spin up / spin down) ... 7.026 / 6.221 eV
E_HOMO (spin up / spin down) ... -4.07 / -3.38 eV

The molecule's Mulliken atomic charges, reported in e, are given here: -0.378 -0.418 -0.442 -0.511 0.109 0.454 0.296 -0.120 0.043 0.503 0.218 -0.646 -0.592 -0.582 -0.812 0.386 0.267 0.232 0.416 0.254 0.324